# 1
Below is a cluster of 2 separate species, C6H12O2 in total at a distorted geometry, with properties calculated with wB97M-V/def2-TZVPD.

## Properties
HOMO energy = -8.6 eV
E = -10508.9888 eV
SMILES string = C=C(O)/C=C/CC.O
total charge = 0
E_LUMO = 0.81 eV

Cartesian coordinates (Å):
C 1.5313 -2.5118 0.8281
C 0.4236 -1.8146 0.4813
O -0.7802 -2.4110 0.7604
C 0.1080 -0.3509 0.1940
C -0.9999 0.0128 -0.4122
C -1.4984 1.5559 -0.4928
C -1.0600 2.0782 -1.8388
H 1.2259 -3.4890 1.2665
H 2.5924 -2.2766 0.7646
H -1.5749 -1.8724 0.6565
H 0.8281 0.3034 0.6490
H -1.7640 -0.7277 -0.8697
H -2.5070 1.6071 -0.3620
H -1.1343 2.1410 0.3459
H -0.0439 1.6469 -2.1088
H -1.7436 1.8321 -2.6403
H -0.8492 3.1731 -1.7895
O 2.0100 2.2957 0.6337
H 1.4604 1.8614 0.0101
H 2.6441 2.9051 0.3674

Forces on the atoms, in the same order (eV/Å):
C -1.48 -0.38 0.00
C -0.63 1.28 0.96
O -0.19 -1.93 0.06
C 1.57 -1.87 -0.04
C -2.90 1.95 -0.35
C 3.30 -2.64 -0.19
C 2.10 0.97 -0.23
H 0.69 0.66 -0.44
H -0.59 0.35 -0.21
H 0.81 0.27 -0.04
H -0.06 0.47 0.04
H 1.57 1.15 0.70
H -3.02 -0.18 0.05
H 0.71 -0.10 0.03
H -1.20 0.34 0.22
H -0.14 0.08 -0.16
H -0.60 -0.62 -0.28
O -1.12 -1.30 2.93
H -0.07 0.18 -1.49
H 1.25 1.32 -1.56

And the Löwdin charges, in e, turn out to be: number 1, C, carries 0.06; number 2, C, carries -0.37; number 3, O, carries -0.02; number 4, C, carries -0.06; number 5, C, carries -0.08; number 6, C, carries -0.22; number 7, C, carries -0.13; number 8, H, carries 0.08; number 9, H, carries 0.06; number 10, H, carries 0.08; number 11, H, carries 0.09; number 12, H, carries 0.14; number 13, H, carries 0.06; number 14, H, carries 0.10; number 15, H, carries 0.09; number 16, H, carries 0.07; number 17, H, carries 0.08; number 18, O, carries -0.01; number 19, H, carries -0.02; number 20, H, carries 0.01

---

# 2
Below is a cluster of 2 separate species, C6H12O2 in total at a distorted geometry, with properties calculated with wB97M-V/def2-TZVPD.

## Properties
HOMO energy = -9.7 eV
E = -10509.9947 eV
SMILES string = CCC=O.CCC=O
total charge = 0
E_LUMO = 0.80 eV

Cartesian coordinates (Å):
C -5.0610 -0.3135 0.3607
C -5.1323 -1.5899 -0.5864
C -3.8372 -1.9469 -1.3130
O -2.8448 -2.3577 -0.6680
H -4.0677 -0.3133 0.8402
H -5.8320 -0.3483 1.1486
H -5.1786 0.6259 -0.2053
H -5.3333 -2.4420 0.0912
H -5.9828 -1.5121 -1.2907
H -3.7339 -1.7149 -2.4008
C 4.7921 0.2543 1.1381
C 5.0582 1.6336 0.5911
C 4.1573 1.9799 -0.6724
O 3.4587 1.0770 -1.1293
H 4.0943 0.2127 1.9913
H 5.7742 -0.1241 1.4681
H 4.4113 -0.4046 0.3397
H 4.9423 2.4687 1.3085
H 6.0028 1.7947 0.0368
H 4.3124 3.0202 -1.0485

Forces on the atoms, in the same order (eV/Å):
C 0.54 -0.50 -0.71
C -0.52 -0.01 0.60
C 2.50 0.08 2.26
O -2.81 0.94 -2.06
H -0.44 0.07 -0.09
H 0.28 -0.12 -0.47
H 0.07 -0.41 0.20
H 0.07 0.26 -0.41
H 0.46 0.01 0.28
H -0.15 -0.34 0.41
C 0.84 -0.56 0.08
C -1.39 1.79 -1.99
C -0.42 -2.83 1.67
O 0.98 2.65 -0.10
H 0.28 0.26 -0.44
H -0.53 -0.23 0.11
H 0.18 0.29 0.41
H 0.24 -0.42 -0.23
H 0.32 -0.43 0.87
H -0.49 -0.52 -0.37

And the Löwdin charges, in e, turn out to be: number 1, C, carries -0.09; number 2, C, carries -0.21; number 3, C, carries -0.23; number 4, O, carries 0.00; number 5, H, carries 0.07; number 6, H, carries 0.07; number 7, H, carries 0.07; number 8, H, carries 0.11; number 9, H, carries 0.10; number 10, H, carries 0.12; number 11, C, carries -0.12; number 12, C, carries -0.23; number 13, C, carries -0.22; number 14, O, carries 0.01; number 15, H, carries 0.08; number 16, H, carries 0.07; number 17, H, carries 0.07; number 18, H, carries 0.11; number 19, H, carries 0.11; number 20, H, carries 0.12

---

# 3
Below is a structure of composition C6H12O2 at a distorted geometry, with properties calculated with wB97M-V/def2-TZVPD.

## Properties
HOMO energy = -8.9 eV
E = -10508.5342 eV
total charge = 0
E_LUMO = 0.66 eV

Cartesian coordinates (Å):
C 0.2887 0.3263 -0.1587
C 0.5751 -0.8134 -1.0387
C -2.0957 -0.4212 1.1538
C 1.3275 0.8338 0.8074
C -0.6041 1.3952 -0.7290
C 1.8282 -1.5587 -1.0055
O -0.7250 -0.6861 0.9005
O 2.1800 -2.3499 -1.8602
H -0.3088 -1.3694 -0.1394
H 0.1334 -0.7616 -2.0311
H 2.4274 -1.4606 -0.0762
H -2.6832 -0.3740 0.2299
H -2.2024 0.5229 1.6953
H -2.4868 -1.2222 1.7845
H 1.7800 0.0243 1.3739
H 0.0107 2.0388 -1.3635
H 0.8843 1.5401 1.5089
H 2.1135 1.3451 0.2453
H -1.3955 0.9762 -1.3489
H -1.0471 2.0145 0.0517

Forces on the atoms, in the same order (eV/Å):
C -0.64 -0.29 0.80
C -0.48 -0.43 0.08
C 0.17 0.17 -0.01
C -0.09 -0.05 -0.03
C 0.04 -0.09 0.05
C -0.10 -0.49 0.10
O 0.20 0.74 -0.16
O -0.02 0.39 0.17
H 0.84 0.06 -0.90
H -0.04 -0.01 0.03
H 0.08 0.07 -0.11
H 0.02 -0.01 0.05
H -0.03 -0.02 -0.02
H 0.03 0.04 -0.06
H -0.01 0.00 -0.01
H 0.00 -0.02 0.03
H 0.00 0.00 -0.02
H -0.03 0.00 0.01
H 0.03 -0.03 0.00
H 0.03 -0.01 0.00

And the Löwdin charges, in e, turn out to be: number 1, C, carries -0.39; number 2, C, carries -0.13; number 3, C, carries -0.12; number 4, C, carries -0.03; number 5, C, carries -0.04; number 6, C, carries -0.30; number 7, O, carries -0.23; number 8, O, carries 0.01; number 9, H, carries 0.19; number 10, H, carries 0.12; number 11, H, carries 0.12; number 12, H, carries 0.08; number 13, H, carries 0.08; number 14, H, carries 0.09; number 15, H, carries 0.08; number 16, H, carries 0.10; number 17, H, carries 0.09; number 18, H, carries 0.10; number 19, H, carries 0.09; number 20, H, carries 0.09

---

# 4
Below is a cluster of 3 separate species, C6H12O2 in total at a distorted geometry, with properties calculated with wB97M-V/def2-TZVPD.

## Properties
HOMO energy = -9.8 eV
E = -10509.8502 eV
SMILES string = CC(=O)O.C=C.C=C
total charge = 0
E_LUMO = 0.65 eV

Cartesian coordinates (Å):
C -0.4825 2.5589 0.2203
C 0.4106 1.4573 0.7447
O 1.4917 1.1909 0.2847
O 0.0398 0.9386 1.9354
H -0.4081 3.4216 0.8821
H -1.5175 2.2296 0.1887
H -0.1586 2.8481 -0.7759
H -0.8514 1.2092 2.1936
C 1.8609 -1.8757 -0.1047
C 1.9434 -2.3048 -1.3491
H 2.0627 -0.8230 0.1542
H 1.6229 -2.5422 0.7108
H 1.7042 -3.3209 -1.6278
H 2.2481 -1.6531 -2.1529
C -1.1626 -0.4829 -0.6432
C -2.1537 -0.5965 0.2213
H -1.2972 0.0090 -1.5947
H -0.1973 -0.9903 -0.4954
H -2.0257 -1.1049 1.1644
H -3.1296 -0.1692 0.0434

Forces on the atoms, in the same order (eV/Å):
C -0.04 -0.29 -0.22
C 0.74 1.14 0.40
O -0.69 -0.03 0.07
O 0.07 -0.33 0.12
H 0.06 0.00 0.07
H -0.10 0.04 -0.01
H -0.01 -0.03 0.03
H 0.11 0.03 -0.25
C 0.54 0.67 0.34
C 0.02 -0.19 -0.19
H -0.04 -0.77 -0.13
H -0.20 -0.11 0.07
H 0.07 -0.16 0.03
H -0.05 0.18 -0.12
C 0.38 -0.86 -0.23
C -0.13 0.12 0.12
H -0.03 0.17 -0.12
H -0.64 0.51 0.00
H 0.05 -0.17 0.11
H -0.12 0.10 -0.08

And the Löwdin charges, in e, turn out to be: number 1, C, carries 0.00; number 2, C, carries -0.60; number 3, O, carries 0.08; number 4, O, carries 0.09; number 5, H, carries 0.09; number 6, H, carries 0.07; number 7, H, carries 0.09; number 8, H, carries 0.11; number 9, C, carries -0.10; number 10, C, carries -0.08; number 11, H, carries 0.04; number 12, H, carries 0.06; number 13, H, carries 0.05; number 14, H, carries 0.05; number 15, C, carries -0.08; number 16, C, carries -0.07; number 17, H, carries 0.07; number 18, H, carries 0.03; number 19, H, carries 0.05; number 20, H, carries 0.05

---

# 5
Below is an isolated molecule of C6H12O2 at a distorted geometry, with properties calculated with wB97M-V/def2-TZVPD.

## Properties
HOMO energy = -9.6 eV
E = -10509.7441 eV
SMILES string = COC1(OC)CCC1
total charge = 0
E_LUMO = 0.93 eV

Cartesian coordinates (Å):
C -0.8331 -1.9634 -0.7819
O -1.1157 -0.5744 -0.7585
C -0.2810 0.2455 0.0659
O -0.5185 -0.1058 1.3720
C 0.5159 -0.8335 2.0211
C -0.7553 1.7044 -0.1892
C 0.3678 1.7984 -1.2552
C 1.0739 0.6080 -0.5386
H 0.1618 -2.1961 -1.1875
H -1.6319 -2.4046 -1.3619
H -0.9238 -2.3632 0.2409
H 0.7436 -1.7389 1.4428
H 0.0980 -1.1576 2.9879
H 1.4434 -0.2408 2.2231
H -1.8236 1.7528 -0.4918
H -0.6920 2.3232 0.6860
H -0.0572 1.5358 -2.2568
H 0.9275 2.7675 -1.3427
H 1.7413 1.0239 0.2184
H 1.5586 -0.1810 -1.0941

Forces on the atoms, in the same order (eV/Å):
C -0.05 0.38 0.90
O 0.73 0.35 -0.47
C -2.32 1.19 -0.22
O 1.17 -0.45 1.25
C -0.04 -0.26 0.43
C -1.04 -0.94 -0.91
C -0.13 0.69 -0.69
C 0.01 0.17 -0.03
H -0.21 0.01 -0.05
H 0.08 -0.20 -0.33
H 0.13 -0.08 -0.28
H 0.32 0.19 0.19
H 0.22 0.18 -0.34
H -0.70 -0.32 -0.33
H 0.74 0.00 -0.23
H 0.64 0.24 0.41
H 0.56 0.11 0.84
H -0.42 -0.99 0.13
H 0.03 -0.24 0.03
H 0.30 -0.04 -0.31

And the Löwdin charges, in e, turn out to be: number 1, C, carries -0.08; number 2, O, carries -0.11; number 3, C, carries -0.57; number 4, O, carries -0.09; number 5, C, carries -0.08; number 6, C, carries -0.07; number 7, C, carries -0.14; number 8, C, carries -0.08; number 9, H, carries 0.09; number 10, H, carries 0.09; number 11, H, carries 0.08; number 12, H, carries 0.08; number 13, H, carries 0.10; number 14, H, carries 0.10; number 15, H, carries 0.12; number 16, H, carries 0.11; number 17, H, carries 0.12; number 18, H, carries 0.11; number 19, H, carries 0.12; number 20, H, carries 0.10

---

The records above yield relative energy (zero: lowest compared OMol25 entry of this formula, charge and spin) values of 320.15, 223.10, 364.02, 237.05, 247.28 kJ/mol, respectively.
The records above yield orbital gap values of 9.37, 10.48, 9.53, 10.40, 10.53 eV, respectively.